Entry from OMol25: 9 unconnected molecules or ions with the total composition C51H116BN8O21 at a distorted geometry (ωB97M-V/def2-TZVPD).

Geometry as XYZ:
```
197
Properties=species:S:1:pos:R:3:forces:R:3
O 20.788452 -1.950926 -4.000875 0.0 -0.2 -0.4
C 21.645203 -1.203650 -4.379572 -0.7 -0.1 0.4
O 22.369419 -1.251165 -5.468911 0.2 -0.2 -0.3
B 23.262234 -0.076367 -5.509523 -0.9 0.1 -0.5
O 23.139075 0.542173 -4.207789 -0.3 0.4 0.0
C 22.094918 0.007664 -3.578112 1.3 0.4 0.4
O 21.728043 0.352080 -2.496763 -0.7 0.1 0.3
O 22.756820 0.799519 -6.637155 1.0 0.2 0.3
C 23.795550 1.064332 -7.410434 -0.2 -0.8 -1.1
O 23.805079 1.602084 -8.481810 -0.3 0.8 0.1
C 25.014304 0.286718 -6.902732 0.2 -0.2 0.1
O 24.642310 -0.371041 -5.838387 0.1 -0.3 0.7
O 26.101375 0.203100 -7.409023 -0.3 0.5 -0.3
C 23.391137 -2.253272 2.144329 1.1 0.6 -0.5
C 23.732637 -3.282196 1.024848 -0.2 -0.4 2.5
C 23.182309 -2.743865 -0.266784 0.2 0.8 -1.4
C 24.076451 -1.636799 -0.865187 0.7 -1.0 1.1
C 25.501440 -2.175889 -1.073405 -1.7 -0.4 0.1
C 26.094034 -2.737158 0.220297 0.8 0.7 1.5
N 25.170114 -3.632282 0.935286 -1.1 0.1 -2.6
O 25.712877 -4.161377 2.105340 0.2 0.3 0.5
C 27.362598 -3.523156 -0.150985 0.2 0.3 -0.5
C 26.529051 -1.551135 1.127174 0.3 0.5 0.1
C 23.015181 -4.554370 1.496207 0.4 -1.2 -1.3
H 23.765021 -1.273086 1.840013 -0.4 0.2 0.1
H 23.912702 -2.443629 3.083496 -0.2 -0.4 0.0
H 22.312711 -2.218447 2.277964 0.0 0.1 0.2
H 23.011922 -3.514225 -1.024578 0.1 -0.2 0.1
H 22.236820 -2.222006 -0.103807 -0.3 -0.5 0.3
H 24.137232 -0.891189 -0.070528 -0.2 0.6 -0.5
H 23.663343 -1.241400 -1.787870 0.0 0.2 0.1
H 26.091501 -1.358430 -1.486563 0.5 -0.4 0.0
H 25.364655 -3.014466 -1.764559 0.5 0.1 -0.3
H 27.130333 -4.514512 -0.543784 -0.1 0.0 0.0
H 27.837330 -2.959930 -0.959340 0.0 -0.1 0.0
H 28.133720 -3.605253 0.616224 -0.3 0.0 0.3
H 27.493229 -1.178847 0.770669 0.0 0.1 0.0
H 25.846844 -0.697257 1.142601 -0.1 -0.1 -0.4
H 26.643510 -1.777887 2.189284 0.1 -0.6 -0.1
H 23.411412 -4.901707 2.448251 -0.4 0.3 0.3
H 23.259013 -5.379051 0.810923 0.1 0.1 -0.1
H 21.927960 -4.518169 1.436079 0.0 0.5 0.5
H 26.046994 -5.024133 1.836319 -0.1 0.0 0.0
C 18.246705 6.324154 -2.184907 -0.3 -0.5 0.6
O 18.446022 5.045793 -2.779403 -0.3 0.9 0.7
C 19.020714 4.148723 -1.823173 -0.5 -1.5 -2.1
C 20.527912 4.127892 -1.839194 0.6 -0.5 1.6
N 20.935057 2.901881 -1.109678 0.1 0.0 -0.4
C 22.319042 2.893885 -0.636423 -0.4 0.9 0.4
C 22.408698 3.881541 0.527482 0.5 -0.2 0.1
O 23.558491 3.658614 1.321021 0.2 -0.2 0.3
C 24.722926 4.393732 0.985483 -0.6 -0.2 -0.4
H 17.699437 6.195315 -1.243073 0.2 0.0 0.2
H 17.570471 6.969530 -2.743400 0.4 -0.2 -0.7
H 19.206088 6.797138 -1.971667 0.0 0.3 -0.1
H 18.741358 3.170812 -2.232940 -0.2 -0.1 0.3
H 18.556615 4.186547 -0.837687 0.2 0.5 0.1
H 20.867631 4.977097 -1.241530 0.4 0.1 -0.4
H 20.981933 4.119585 -2.831438 -0.4 0.4 -0.2
H 20.896337 2.104309 -1.735360 -0.4 0.0 -0.1
H 23.052158 3.143086 -1.415653 0.0 -0.1 0.0
H 22.529610 1.896610 -0.252619 0.1 0.0 0.0
H 21.538255 3.703448 1.161378 0.0 0.0 0.1
H 22.385119 4.929235 0.208039 0.0 0.0 -0.1
H 24.921387 4.391572 -0.090928 0.0 -0.1 0.0
H 25.537652 3.905286 1.511981 0.1 0.2 0.1
H 24.596315 5.439418 1.282860 0.2 0.1 0.2
C 14.303900 -2.038815 -9.011087 0.0 0.0 -0.1
O 15.682565 -1.749752 -9.022419 -0.6 0.3 0.5
C 16.067544 -0.617392 -8.246340 1.2 -0.1 -1.6
C 17.601173 -0.674464 -8.183638 -0.1 0.6 0.9
N 18.101834 -1.902042 -7.584492 -0.3 -0.7 -0.3
C 18.005395 -2.108520 -6.143562 0.4 1.1 -0.6
C 18.132782 -3.581883 -5.793563 -0.4 0.3 -0.6
O 17.104325 -4.364369 -6.406751 -0.7 0.2 0.2
C 15.808033 -4.028944 -5.971695 -0.3 0.4 0.6
H 13.641909 -1.296217 -9.477059 0.4 0.4 -0.1
H 13.936890 -2.144690 -7.985316 0.0 -0.4 0.0
H 14.209878 -2.941190 -9.614030 -0.2 -0.2 0.4
H 15.680009 -0.560741 -7.225389 -0.4 -0.4 -0.1
H 15.781828 0.274455 -8.815478 -0.2 0.2 0.3
H 17.866489 0.243570 -7.643409 0.5 -0.3 0.3
H 18.119634 -0.571609 -9.136401 -0.6 0.0 -0.4
H 17.561938 -2.642079 -8.025214 0.2 -0.1 -0.1
H 17.084887 -1.656997 -5.745138 -0.1 -0.2 0.3
H 18.833470 -1.535279 -5.718635 0.0 -0.3 0.4
H 18.112749 -3.664550 -4.703307 0.1 -0.3 0.0
H 19.020150 -4.016193 -6.250446 0.3 0.3 0.4
H 15.698272 -4.109509 -4.882954 0.1 -0.5 0.1
H 15.061473 -4.646741 -6.463448 0.2 -0.3 -0.1
H 15.503306 -2.988685 -6.133022 0.3 0.1 -0.5
C 22.729043 -4.301648 -5.288117 0.2 0.6 -0.8
O 24.031172 -4.601223 -5.801864 -1.2 -0.3 0.8
C 24.835691 -3.448797 -5.768557 0.5 -0.7 -2.3
C 26.281097 -3.910523 -6.158944 -0.8 1.2 1.3
N 26.323331 -4.996033 -7.173007 1.9 0.9 1.2
C 27.716026 -5.540174 -7.102660 0.1 -1.4 -0.4
C 28.707972 -4.862735 -8.063024 -1.1 -0.4 0.3
O 28.069700 -4.632549 -9.298775 0.4 1.0 -1.2
C 28.251727 -5.589212 -10.349495 -0.9 0.4 1.1
H 22.070458 -5.162497 -5.198457 0.7 -0.5 0.5
H 22.143637 -3.666459 -5.960038 0.4 0.3 -0.2
H 22.867982 -3.713814 -4.380736 -0.4 -0.4 0.4
H 24.706205 -2.894726 -4.833032 0.5 -0.1 0.1
H 24.508264 -2.785858 -6.582522 -0.2 0.2 0.2
H 26.770495 -4.118471 -5.204309 0.1 -0.9 -0.2
H 26.850735 -3.037049 -6.497860 -0.2 0.2 -0.1
H 26.392192 -4.440731 -8.023118 -0.6 -0.5 -0.4
H 27.698020 -6.616309 -7.321262 -0.3 0.0 -0.4
H 28.178595 -5.567837 -6.111791 -0.4 0.6 0.2
H 29.567009 -5.525313 -8.205159 0.3 0.3 0.2
H 28.936686 -3.888093 -7.623390 0.5 0.0 -0.3
H 29.235960 -6.039112 -10.224980 -0.2 -0.6 -0.2
H 28.170361 -5.159142 -11.348201 0.2 0.6 0.2
H 27.359139 -6.213273 -10.256243 0.6 -1.0 -0.2
C 30.071474 1.411342 -9.959592 0.4 0.8 -1.0
O 29.426789 0.249517 -10.419453 -0.3 0.4 0.7
C 28.445771 -0.180920 -9.482722 0.3 -1.3 0.5
C 27.607825 -1.329482 -10.114252 0.5 1.8 1.2
N 26.846338 -0.845925 -11.280922 1.4 0.4 0.6
C 25.822943 0.154312 -10.945980 -0.8 -1.5 0.1
C 25.018657 0.360198 -12.211451 0.1 1.2 -0.4
O 24.312891 -0.772763 -12.649823 -0.3 -0.8 -0.1
C 23.882338 -0.579560 -13.985127 1.4 1.1 -0.2
H 30.628728 1.392498 -9.015903 -0.2 -0.8 0.2
H 29.370579 2.248294 -9.865877 -0.1 0.0 -0.1
H 30.800649 1.656764 -10.736727 0.0 0.2 0.1
H 27.828704 0.618474 -9.061212 0.0 0.3 -0.5
H 28.982980 -0.584484 -8.611048 -0.1 -0.1 0.0
H 27.012824 -1.635445 -9.251000 -0.4 -0.5 -0.5
H 28.343206 -2.081971 -10.385639 -0.4 -0.4 -0.2
H 27.608518 -0.292771 -11.682122 -0.4 -0.2 -0.9
H 26.209803 1.100225 -10.557952 -0.1 0.1 -0.1
H 25.210863 -0.307733 -10.165681 -0.2 0.3 0.0
H 25.761268 0.721182 -12.943012 0.0 -0.5 -0.4
H 24.315313 1.205210 -12.195606 -0.1 0.0 0.6
H 23.246978 -1.311231 -14.475927 -0.3 -0.4 1.0
H 24.781924 -0.549943 -14.615208 0.1 0.1 -0.1
H 23.454732 0.426000 -14.049069 -0.4 -0.1 -0.3
C 26.776058 3.537661 -8.732143 -1.0 -0.7 0.4
O 27.247972 3.936809 -7.451263 -0.3 0.5 -0.7
C 26.207159 3.784671 -6.499470 0.3 0.2 0.8
C 26.552976 4.611114 -5.256984 -0.9 -1.1 1.5
N 26.141935 3.864109 -4.030222 0.8 -0.6 0.1
C 24.718547 3.710365 -3.836102 -0.7 0.5 -0.3
C 23.959491 4.991699 -3.458592 0.5 -0.2 -0.1
O 24.498191 5.492609 -2.242015 0.0 -0.4 0.2
C 24.175753 6.826259 -1.956131 -0.4 0.1 -0.1
H 26.084780 4.275392 -9.152282 0.2 0.2 -0.1
H 26.177438 2.629525 -8.586274 0.1 -0.1 -0.3
H 27.555779 3.281266 -9.445095 0.4 0.4 0.3
H 26.187951 2.725213 -6.222884 -0.1 0.0 0.3
H 25.196298 4.027455 -6.841087 0.2 0.2 -0.6
H 26.019261 5.548268 -5.077700 0.4 0.6 -1.4
H 27.635011 4.714079 -5.219178 0.0 0.3 0.0
H 26.522041 4.360131 -3.232686 0.0 -0.1 0.1
H 24.451000 2.971571 -3.078116 0.5 0.0 0.2
H 24.253307 3.278962 -4.724945 0.0 0.3 -0.1
H 22.916962 4.694798 -3.319301 -0.1 0.5 -0.3
H 24.104164 5.794064 -4.191809 -0.5 -0.2 -0.3
H 24.379210 6.954269 -0.894838 0.3 0.3 -0.1
H 23.121227 7.090442 -2.114218 -0.2 -0.4 0.0
H 24.716386 7.530002 -2.599431 0.4 0.0 0.2
C 28.967740 -1.195357 -3.252319 0.6 0.1 -1.7
C 27.797983 -0.736808 -4.145189 -1.6 -0.5 -0.6
C 27.301009 0.661626 -3.717711 1.2 -1.0 1.3
O 27.038226 0.486538 -2.328696 -0.4 -0.4 0.4
C 26.293059 1.442110 -1.636803 0.5 1.1 0.4
N 28.113055 -0.808262 -5.596245 0.6 1.7 0.4
H 29.740331 -1.484078 -3.975914 0.1 0.0 0.1
H 28.836663 -2.098477 -2.662441 -0.5 0.3 0.3
H 29.372356 -0.350638 -2.698774 -0.1 -0.2 0.4
H 26.940134 -1.413961 -4.077262 0.0 -0.1 0.5
H 26.426138 1.064958 -4.224467 0.2 0.0 -0.3
H 28.219688 1.267290 -3.760229 -0.5 0.7 -0.5
H 26.480914 1.324929 -0.566663 -0.1 -0.5 0.0
H 25.212320 1.436803 -1.807390 0.0 -0.3 -0.2
H 26.662461 2.457009 -1.834293 -0.1 0.0 -0.3
H 27.308621 -0.459113 -6.134616 0.0 -0.8 0.4
H 28.700231 0.026437 -5.731067 0.6 -0.5 -0.2
C 21.408604 5.623393 -6.573779 -0.3 0.5 -0.2
C 20.782714 4.428870 -5.849321 0.8 0.8 -1.2
C 19.610800 3.911086 -6.692804 -0.1 0.3 -1.2
O 19.027242 2.684471 -6.297807 -0.2 -0.2 0.6
C 18.262414 2.913041 -5.105021 0.4 1.8 -0.7
N 21.814966 3.396395 -5.649438 -1.6 -0.3 0.3
H 21.826333 5.388991 -7.556911 -0.3 -0.2 -0.1
H 22.230707 6.118858 -6.053704 -0.1 -0.3 0.5
H 20.635063 6.391088 -6.680066 0.1 0.0 -0.3
H 20.361979 4.895541 -4.953819 0.3 -0.7 0.6
H 19.879303 3.748791 -7.741969 0.6 -0.2 0.1
H 18.895868 4.741514 -6.801125 -0.5 -0.2 0.5
H 17.720112 2.073969 -4.682721 0.4 -0.4 -0.3
H 17.563428 3.710482 -5.391764 -0.4 -0.2 0.4
H 18.929849 3.417671 -4.406032 -0.2 -0.5 0.5
H 21.201399 2.585924 -5.513978 0.7 -0.4 0.5
H 22.174194 3.162122 -6.575336 0.2 0.3 0.0
```
Forces are in eV/Å.

The charge is -1. The HOMO-LUMO gap is 8.16 eV. The max |F| is 2.8 eV/A. The value obtained for the LUMO energy is 1.96 eV.

Entry from OMol25: a molecular structure, C26H46Cl2MnN5SSb (ωB97M-V/def2-TZVPD).

Geometry as XYZ:
```
82
Properties=species:S:1:pos:R:3:forces:R:3
Mn -1.409570 0.396836 0.248962 -0.3 0.0 -0.3
C -2.182915 -1.629547 -1.928983 0.0 0.0 0.0
C -2.807467 -2.041922 -0.605812 0.0 0.0 0.0
N -3.261120 -0.854297 0.166115 0.0 0.0 0.1
C -4.403148 -0.141863 -0.470690 0.0 0.0 0.0
C -4.149054 1.355624 -0.605882 0.0 0.0 0.0
N -2.789661 1.640609 -1.108592 0.0 0.1 0.0
C -2.574405 1.321123 -2.539815 0.0 0.0 0.0
C -1.282329 0.534143 -2.734166 0.0 0.0 0.0
N -1.179367 -0.553927 -1.739384 0.1 -0.1 0.0
H -1.699396 -2.502235 -2.374578 0.0 0.0 0.0
H -2.943072 -1.300473 -2.635618 0.0 0.0 0.0
H -3.632541 -2.736966 -0.781727 0.0 0.0 0.0
H -2.063504 -2.560770 0.002845 0.0 0.0 0.0
H -3.561070 -1.191969 1.074596 0.0 0.0 0.0
H -4.591478 -0.585580 -1.447767 0.0 0.0 0.0
H -5.311864 -0.295405 0.110955 0.0 0.0 0.0
H -4.917802 1.790982 -1.250689 0.0 0.0 0.0
H -4.237771 1.837367 0.370717 0.0 0.0 0.0
H -2.612116 2.627252 -0.956160 0.0 0.0 0.0
H -3.427924 0.748746 -2.903114 0.0 0.0 0.0
H -2.542552 2.229897 -3.141129 0.0 0.0 0.0
H -1.229502 0.153692 -3.757971 0.0 0.0 0.0
H -0.419912 1.191024 -2.591833 0.0 0.0 0.0
H -0.264889 -1.016143 -1.843670 0.0 0.1 0.0
Cl 1.278688 -0.286650 0.484583 0.1 0.1 0.1
C 1.047947 -0.797148 2.168772 -0.1 0.0 0.1
Cl -0.686029 -1.071491 2.500574 0.1 0.0 0.0
H 1.398708 -0.013923 2.829166 0.0 0.0 0.0
H 1.564560 -1.738090 2.315962 0.0 0.0 0.0
C 0.205520 -4.669379 0.136582 0.0 0.0 0.0
C 1.535957 -4.650531 -0.613432 0.0 0.0 0.0
C 1.882403 -6.034707 -1.149510 0.0 0.0 0.0
Sb 1.529464 -3.081621 -2.116188 0.0 0.0 -0.1
C 1.407223 -4.160506 -3.996200 -0.1 0.0 0.0
C 2.674556 -4.844670 -4.493355 0.0 0.0 0.0
C 0.856393 -3.207936 -5.058454 0.0 0.0 0.0
C 3.596928 -2.464292 -1.924535 0.0 0.0 0.0
C 3.929487 -1.408420 -2.975995 0.0 0.0 0.0
C 4.632017 -3.582998 -1.890800 0.0 0.0 0.0
H 0.236109 -5.374411 0.971375 0.0 0.0 0.0
H -0.613514 -4.981647 -0.518613 0.0 0.0 0.0
H -0.048423 -3.683509 0.542066 0.0 0.0 0.0
H 2.320155 -4.336593 0.084290 0.0 0.0 0.0
H 1.132499 -6.385937 -1.861833 0.0 0.0 0.0
H 1.916467 -6.758905 -0.331386 0.0 0.0 0.0
H 2.850422 -6.055580 -1.647698 0.0 0.0 0.0
H 0.646952 -4.922164 -3.793987 0.0 0.0 0.0
H 3.442329 -4.112965 -4.751663 0.0 0.0 0.0
H 2.450489 -5.409300 -5.401987 0.0 0.0 0.0
H 3.098270 -5.538980 -3.770680 0.0 0.0 0.0
H 1.558266 -2.396234 -5.267264 0.0 0.0 0.0
H -0.094403 -2.757749 -4.760979 0.0 0.0 0.0
H 0.690701 -3.741263 -5.997291 0.0 0.0 0.0
H 3.593358 -1.983310 -0.938644 0.0 0.0 0.0
H 3.919556 -1.835024 -3.981600 0.0 0.0 0.0
H 4.929653 -1.001358 -2.810036 0.0 0.0 0.0
H 3.222989 -0.574114 -2.966544 0.0 0.0 0.0
H 4.706789 -4.098564 -2.846709 0.0 0.0 0.0
H 4.416274 -4.326950 -1.122719 0.0 0.0 0.0
H 5.617171 -3.163178 -1.670767 0.0 0.0 0.0
S -1.804515 6.501104 2.684846 0.0 0.1 -0.1
C -1.626266 4.835415 2.234286 0.0 -0.1 0.0
C -0.658628 4.523372 1.265573 0.0 0.0 0.1
C -0.471899 3.215316 0.896638 0.0 0.0 0.0
N -1.181624 2.189913 1.409534 0.0 0.1 0.0
C -2.090877 2.491775 2.353588 0.1 0.0 0.1
C -2.341169 3.770868 2.793561 0.0 0.0 0.0
C -3.316480 6.475113 3.623331 0.0 -0.1 0.1
C -3.278767 6.431666 5.007775 0.0 0.0 0.0
C -4.491521 6.401500 5.688636 0.0 0.0 0.0
N -5.671297 6.413697 5.078619 0.0 0.0 0.0
C -5.689164 6.486037 3.751081 0.0 0.0 0.0
C -4.540182 6.520929 2.972175 0.0 0.0 0.0
H -0.055259 5.299702 0.814183 0.0 0.0 0.0
H 0.283613 2.959889 0.161347 0.0 0.0 0.0
H -2.623428 1.655181 2.793474 0.0 0.0 0.0
H -3.077604 3.937824 3.566632 0.0 0.0 0.0
H -2.340322 6.429933 5.545352 0.0 0.0 0.0
H -4.507362 6.363010 6.771413 0.0 0.0 0.0
H -6.666420 6.524965 3.284090 0.0 0.0 0.0
H -4.602127 6.599087 1.895052 0.0 0.0 0.0
```
Forces are in eV/Å.

The charge is +2. As for the spin multiplicity: 6. The HOMO-LUMO gap (spin up / spin down) is 7.50 / 7.23 eV. As for the expectation value of S²: 8.7543. The max |F| is 0.5 eV/A. The value obtained for the LUMO energy (spin up / spin down) is -5.16 / -5.43 eV.

Entry from OMol25: a molecular structure, C10H7F3N3PdS2Se4 (ωB97M-V/def2-TZVPD).

Geometry as XYZ:
```
30
Properties=species:S:1:pos:R:3:forces:R:3
Pd -1.891312 -0.969941 1.608989 0.2 0.4 0.3
Se -4.240103 -0.577485 1.792040 -0.1 0.0 0.1
Se -5.104711 -2.581142 2.655124 0.0 0.1 0.2
Se -3.722868 -2.625488 4.531704 0.0 0.0 -0.3
Se -1.744009 -2.751410 3.263456 -0.1 0.0 0.0
F 3.431226 -1.552298 -2.111549 0.1 0.0 0.0
C 2.091049 -1.565213 -1.921779 0.0 0.1 0.0
F 1.648473 -2.686084 -2.495850 -0.1 -0.1 0.0
F 1.619453 -0.531105 -2.656069 0.0 0.0 0.0
C 1.743336 -1.443126 -0.466064 -0.1 -0.1 -0.1
C 2.762071 -1.336900 0.458829 0.0 0.0 0.1
C 2.468535 -1.194815 1.809495 0.0 0.0 -0.1
C 1.138897 -1.147748 2.170000 0.0 0.0 0.0
N 0.155484 -1.256378 1.280489 -0.1 0.1 0.1
C 0.390808 -1.428702 -0.041157 0.1 0.0 -0.1
S -1.003021 -1.597062 -1.031163 0.1 -0.1 -0.2
H 3.790087 -1.358876 0.125565 0.0 0.0 0.0
H 3.246011 -1.117606 2.554394 0.0 0.0 0.0
H 0.820287 -1.026609 3.197706 0.0 0.0 0.0
S -1.708470 1.685730 1.434458 -0.1 -0.2 0.0
C -1.170065 2.319330 -0.015083 0.1 -0.1 -0.2
N -0.963814 1.497063 -1.093232 -0.1 0.1 0.1
C -0.496989 1.913633 -2.274368 0.0 0.1 0.0
C -0.223386 3.238331 -2.456821 0.0 -0.1 0.1
C -0.464822 4.059208 -1.339904 -0.1 0.1 -0.1
N -0.909953 3.647310 -0.183519 0.0 0.0 0.2
H -1.168237 0.486192 -0.965067 0.1 -0.2 -0.1
H -0.357548 1.145469 -3.022364 0.0 -0.1 0.0
H 0.156773 3.625553 -3.387732 0.0 0.0 0.0
H -0.293182 5.130167 -1.420528 0.0 0.0 0.0
```
Forces are in eV/Å.

The charge is -1. The HOMO-LUMO gap is 6.22 eV. The max |F| is 0.5 eV/A. The value obtained for the LUMO energy is 2.21 eV.

E_tot: -110359.660; -108884.453; -309647.109 (eV)